Entry from the Open Molecules 2025 dataset: a cluster of 2 separate species, Cl2H2NOP in total at a distorted geometry (the ωB97M-V functional and the def2-TZVPD basis).

Element x y z (Å)
Cl1 -2.68 -2.09 1.42
Cl2 2.42 1.39 0.47
P1 1.25 0.39 -0.94
O1 1.91 -0.58 -1.74
N1 -0.27 0.71 -0.95
H1 -1.98 -1.32 2.27
H2 -0.63 1.50 -0.54

total energy: -1392.94925 Eh
lowest unoccupied orbital energy: -0.7 eV
relative energy (zero: lowest compared OMol25 entry of this formula, charge and spin): 35.3 kcal/mol
HOMO-LUMO gap: 10.489 eV
HOMO: -11.2 eV
spin multiplicity: 1